Below is the molecule CHClFNO2, with properties calculated with ωB97M-V/def2-TZVPD.

Geometry as XYZ:
```
7
Properties=species:S:1:pos:R:3:forces:R:3
O -1.5282 -0.1614 0.8867 -2.2 1.5 1.1
N -0.5462 -0.6030 0.4216 1.0 2.8 -0.8
O -0.2556 -1.7218 0.3379 1.4 -4.5 -0.4
C 0.4792 0.3571 -0.2597 0.6 -1.1 -1.7
F -0.0756 0.6209 -1.4919 0.2 -0.2 0.7
Cl 0.5144 1.8790 0.6209 0.7 -0.9 -0.3
H 1.4120 -0.3708 -0.5155 -1.8 2.3 1.3
```
Forces are in eV/Å.

Computed properties:
Energy: -21874.356 eV
LUMO energy: 0.062 eV
SMILES: O=[N+]([O-])[C@@H](F)Cl
HOMO level: -11.733 eV
Kohn-Sham gap: 11.796 eV
Molecular weight: 113.5 g/mol
Energy above the lowest of the compared OMol25 structures with the same formula, charge and spin: 10.7 kcal per mole

Just the natural (NBO) charges please, in e? Sure, here they are:
1. O -0.340
2. N 0.518
3. O -0.346
4. C 0.209
5. F -0.327
6. Cl 0.044
7. H 0.242

---

Below is a structure of composition C45H38FN9O5SSc, with properties calculated with ωB97M-V/def2-TZVPD.

Geometry as XYZ:
```
100
Properties=species:S:1:pos:R:3:forces:R:3
Sc -0.0497 0.6297 -1.6682 -0.2 0.0 0.6
C -3.8101 -2.0169 1.7786 0.0 0.0 0.0
C -2.6900 -2.7512 1.4076 0.0 0.0 0.0
C -2.0055 -2.4463 0.2425 0.0 0.0 0.0
C -2.4347 -1.4104 -0.5893 0.1 0.1 0.0
C -3.5609 -0.6829 -0.2137 0.0 0.0 0.0
C -4.2408 -0.9826 0.9613 0.0 0.0 0.0
N -1.7025 -1.0192 -1.7395 0.2 -0.2 -0.1
C -1.4102 -1.9179 -2.6680 0.2 -0.1 -0.3
C -1.8264 -3.2989 -2.6940 -0.2 0.2 0.1
C -1.4175 -4.1383 -3.6761 0.0 -0.1 0.0
C -0.5733 -3.7203 -4.7463 0.0 -0.1 0.0
C -0.2000 -2.4239 -4.8126 0.0 0.2 -0.1
C -0.6108 -1.5055 -3.8052 -0.1 -0.2 0.0
N -0.2697 -0.2087 -3.8102 -0.1 -0.1 0.2
N 0.3646 0.3012 -4.7929 0.1 0.3 -0.1
C 0.4911 1.6937 -4.6453 0.0 -0.1 -0.1
C 0.9927 2.4239 -5.7205 0.0 0.0 0.0
C 1.0880 3.7959 -5.5967 0.0 0.0 0.0
C 0.6909 4.4036 -4.4102 0.0 0.0 0.0
C 0.2211 3.5978 -3.3913 0.0 -0.1 0.0
N 0.1174 2.2740 -3.5030 -0.1 0.0 0.1
H -4.3394 -2.2502 2.6940 0.0 0.0 0.0
H -2.3378 -3.5589 2.0400 0.0 0.0 0.0
H -1.1145 -3.0028 -0.0273 0.0 0.0 0.0
H -3.9107 0.1167 -0.8551 0.0 0.0 0.0
H -5.1187 -0.4082 1.2323 0.0 0.0 0.0
H -2.4874 -3.6622 -1.9206 0.0 0.0 0.0
H -1.7538 -5.1687 -3.6517 0.0 0.0 0.0
H -0.2584 -4.4313 -5.4973 0.0 0.0 0.0
H 0.4112 -2.0483 -5.6229 0.0 0.0 0.0
H 1.2741 1.9022 -6.6247 0.0 0.0 0.0
H 1.4650 4.3914 -6.4189 0.0 0.0 0.0
H 0.7531 5.4738 -4.2724 0.0 0.0 0.0
H -0.0646 4.0180 -2.4323 0.0 0.0 0.0
N -1.8868 3.7397 1.2150 0.1 0.1 0.1
C -1.3253 3.5041 2.4980 -0.1 0.0 -0.1
C -2.0754 3.7186 3.6416 0.0 0.0 0.0
C -1.5143 3.4752 4.8879 0.0 0.0 0.0
C -0.2203 2.9874 4.9834 0.0 0.0 0.0
C 0.5129 2.7400 3.8306 0.0 0.0 0.0
C -0.0295 3.0226 2.5858 0.1 0.0 0.1
S 0.9339 2.7944 1.1305 0.0 0.0 -0.2
N -0.2929 2.5201 -0.0291 0.1 0.0 -0.2
C -1.4492 3.0390 0.1237 -0.1 0.0 0.0
C -2.4066 2.8739 -1.0070 0.1 0.0 0.1
C -3.4893 3.7146 -1.2156 0.0 0.0 0.0
C -4.2981 3.4872 -2.3178 -0.1 0.0 0.0
C -4.0047 2.4306 -3.1623 0.0 0.0 0.0
C -2.8984 1.6479 -2.8808 0.0 0.0 0.1
N -2.1102 1.8722 -1.8304 -0.1 -0.2 -0.2
H -2.8751 3.9291 1.2290 0.0 0.0 0.0
H -3.0939 4.0839 3.5600 0.0 0.0 0.0
H -2.0962 3.6584 5.7815 0.0 0.0 0.0
H 0.2178 2.7901 5.9534 0.0 0.0 0.0
H 1.5175 2.3357 3.8942 0.0 0.0 0.0
H -3.6830 4.5522 -0.5582 0.0 0.0 0.0
H -5.1455 4.1317 -2.5135 0.0 0.0 0.0
H -4.6153 2.2123 -4.0276 0.0 0.0 0.0
H -2.6282 0.8023 -3.5003 0.0 0.0 0.0
C 4.5445 -3.4963 2.9743 0.0 0.0 0.0
C 3.1385 -3.3664 3.5386 0.0 0.1 -0.1
C 3.1710 -2.8216 4.9562 0.0 0.0 0.0
C 1.7694 -2.7529 5.5328 0.0 0.0 0.0
C 0.8809 -1.9384 4.6344 0.0 0.0 0.0
C -0.2217 -1.2810 5.1309 0.0 0.0 0.0
C -1.0335 -0.5257 4.2893 0.0 0.0 0.0
F -2.1099 0.0755 4.8210 0.0 0.0 0.0
C -0.7643 -0.3828 2.9625 0.0 0.0 -0.1
C 0.3565 -1.0378 2.4365 0.0 0.0 0.0
C 0.6408 -0.9011 1.0165 0.0 0.1 -0.1
O -0.0577 -0.1130 0.3362 0.0 0.3 -0.1
C 1.7069 -1.6801 0.5093 0.1 -0.1 0.0
C 2.4757 -2.4061 1.3807 0.1 0.0 0.1
N 2.2689 -2.4886 2.6967 0.0 0.0 0.0
C 1.1721 -1.8245 3.2594 0.1 0.0 0.0
C 2.0989 -1.6639 -0.9288 -0.4 0.2 0.0
O 3.1872 -2.1643 -1.2791 0.1 -0.1 0.0
O 1.3092 -1.1004 -1.7507 -0.1 0.0 0.1
H 5.1592 -4.0103 3.7130 0.0 0.0 0.0
H 4.9845 -2.5139 2.7897 0.0 0.0 0.0
H 4.5930 -4.0825 2.0578 0.0 0.0 0.0
H 2.6610 -4.3504 3.5560 0.0 0.0 0.0
H 3.6363 -1.8312 4.9495 0.0 0.0 0.0
H 3.8032 -3.4749 5.5561 0.0 0.0 0.0
H 1.7738 -2.3217 6.5339 0.0 0.0 0.0
H 1.3662 -3.7659 5.6285 0.0 0.0 0.0
H -0.4704 -1.3461 6.1838 0.0 0.0 0.0
H -1.4049 0.1980 2.3122 0.0 0.0 0.0
H 3.3207 -2.9438 0.9783 0.0 0.0 0.0
N 3.5860 -0.3530 -3.1575 0.1 -0.1 0.1
C 4.0627 0.8195 -2.3537 -0.1 -0.2 -0.1
C 3.0002 1.1174 -1.2834 -0.1 -0.1 -0.1
O 3.2755 0.9845 -0.1102 0.1 0.1 0.0
O 1.8609 1.4458 -1.7967 0.4 0.1 0.2
H 3.5016 -1.2275 -2.5196 0.0 0.2 -0.1
H 4.2037 -0.5530 -3.9389 0.0 0.0 0.0
H 2.6420 -0.1725 -3.5119 0.0 0.0 0.0
H 4.1742 1.6672 -3.0253 0.0 0.1 0.0
H 5.0109 0.5525 -1.9003 0.0 0.0 0.1
```
Forces are in eV/Å.

Computed properties:
Energy: -105186.544 eV
LUMO energy (spin up / spin down): -3.091 / -3.093 eV
HOMO level (spin up / spin down): -9.109 / -9.108 eV
Kohn-Sham gap (spin up / spin down): 6.018 / 6.015 eV
Molecular weight: 880.9 g/mol
Net charge: +1
Energy above the lowest of the compared OMol25 structures with the same formula, charge and spin: 2.6 kcal per mole

Löwdin population analysis, charges in e, atoms 1 to 8:
1. Sc 1.052
2. C -0.093
3. C -0.077
4. C -0.052
5. C -0.278
6. C -0.020
7. C -0.078
8. N 0.025

---

Below is a cluster of 6 separate species, C31H60F3O15P in total, with properties calculated with ωB97M-V/def2-TZVPD.

Geometry as XYZ:
```
110
Properties=species:S:1:pos:R:3:forces:R:3
C -0.6755 5.2092 4.2672 0.6 0.2 0.1
C -0.2659 6.6171 4.7321 -0.7 -0.6 0.1
O 0.8109 6.5210 5.6407 0.2 0.1 -0.6
C 1.9115 7.3817 5.3780 -0.1 0.1 1.1
C 3.1533 6.7336 5.9613 -0.4 -0.1 -0.5
C 3.6499 5.4828 5.2087 0.9 0.3 0.2
C 3.1220 5.3350 3.7920 -0.1 -0.1 0.4
C 3.6136 4.0783 3.0943 -0.2 -0.1 0.0
C 2.7594 3.7161 1.8712 0.7 0.7 0.8
O 3.5754 3.0684 0.8795 -0.5 -0.2 -0.7
C 2.9615 1.9728 0.3231 0.1 -1.5 1.0
O 2.8020 0.9553 0.9637 0.1 1.3 -0.7
C 2.4360 2.0788 -1.0917 -0.1 -0.5 0.1
O 3.4266 2.4230 -2.0672 -0.3 0.8 0.2
C 3.3642 3.6916 -2.5352 0.8 -0.1 -0.8
F 4.2613 3.7708 -3.5501 -0.5 0.0 0.6
F 3.7307 4.6128 -1.6216 -0.5 -0.3 -0.4
F 2.1608 4.0051 -3.0431 0.4 0.0 0.5
P 1.9840 5.1215 0.9693 -0.7 -0.3 -0.5
O 1.0793 4.6503 -0.1090 0.1 -0.2 -0.3
H -0.5981 5.1002 3.1909 -0.3 0.0 -0.2
H 0.0365 4.5100 4.6980 0.0 -0.2 0.1
H -1.6631 4.9355 4.6132 -0.2 -0.1 -0.1
H -1.1328 7.0530 5.2279 0.0 0.3 0.2
H -0.0441 7.2649 3.8866 0.3 0.1 -0.1
H 2.0113 7.6389 4.3260 -0.1 -0.2 -0.2
H 1.7386 8.3083 5.9313 0.0 0.3 -0.1
H 3.9260 7.4960 6.0053 0.2 0.1 0.1
H 2.8801 6.4655 6.9758 0.1 0.0 0.3
H 3.4867 4.5789 5.7967 -0.2 0.4 -0.3
H 4.7352 5.5798 5.1238 0.2 -0.1 0.0
H 2.0394 5.2653 3.8533 -0.2 0.1 0.0
H 3.3688 6.2438 3.2426 0.0 0.1 -0.3
H 3.4828 3.2698 3.8022 0.2 -0.3 0.1
H 4.6680 4.0997 2.8373 0.1 0.2 -0.2
H 1.9889 3.0387 2.2287 -0.4 -0.1 -0.2
H 2.0733 1.0954 -1.3533 0.1 -0.3 -0.1
H 1.5700 2.7373 -1.0749 0.1 0.4 -0.1
H 1.2344 5.9231 1.8481 0.5 0.1 0.3
H 3.0763 5.8873 0.5125 0.0 0.1 0.3
C -0.9582 0.4681 -4.1135 -0.1 0.0 0.0
C -0.2654 -0.4424 -3.1203 -0.2 0.1 -0.3
O -0.6941 -0.1799 -1.7853 0.5 0.0 0.2
C -1.8130 -0.7106 -1.2421 -0.4 0.0 -0.2
C -2.8064 -1.4122 -2.1362 0.3 -0.4 0.0
O -2.0118 -0.5520 -0.0719 0.1 0.1 0.2
H -2.0357 0.3071 -4.1198 0.0 -0.1 0.0
H -0.5779 0.2961 -5.1212 0.0 0.0 0.0
H -0.7886 1.5116 -3.8470 0.1 0.0 0.0
H -0.3852 -1.4973 -3.3722 -0.1 0.0 0.0
H 0.8054 -0.2382 -3.1305 0.0 0.0 0.2
H -3.5861 -0.7091 -2.4230 0.0 0.0 0.0
H -3.2606 -2.2249 -1.5764 -0.2 0.1 0.1
H -2.3709 -1.8478 -3.0320 -0.1 0.1 -0.1
C -5.3062 -5.7667 0.1908 0.1 0.0 -0.1
C -6.2729 -4.6760 -0.2220 0.0 -0.2 0.1
O -5.7150 -3.8189 -1.2175 0.0 0.3 0.1
C -5.7393 -4.1018 -2.5368 0.1 -0.4 -0.1
C -6.1416 -5.4806 -2.9997 -0.3 0.2 0.2
O -5.3743 -3.2556 -3.3048 0.1 0.2 -0.1
H -5.0612 -6.4228 -0.6444 -0.1 0.0 0.0
H -5.7327 -6.3722 0.9911 0.0 0.0 0.0
H -4.3727 -5.3269 0.5424 0.0 0.0 0.1
H -7.2323 -5.0766 -0.5520 0.0 0.0 -0.1
H -6.4802 -4.0296 0.6291 0.0 0.1 -0.1
H -5.2423 -6.0778 -3.1473 0.0 0.0 0.0
H -6.6618 -5.3902 -3.9430 0.1 0.0 -0.1
H -6.8115 -6.0012 -2.3198 0.1 -0.1 0.0
C 3.3451 0.4763 9.3846 0.1 0.0 -0.1
C 2.3081 1.5480 9.1207 0.0 -0.2 0.2
O 2.6518 2.3558 7.9912 0.0 0.3 0.2
C 2.3712 2.0150 6.7268 0.0 -0.4 -0.2
C 1.8935 0.6180 6.4134 -0.4 0.0 0.1
O 2.5691 2.8213 5.8564 -0.2 -0.4 0.1
H 3.4246 -0.2215 8.5511 -0.1 0.0 0.0
H 3.0899 -0.0872 10.2820 0.0 0.0 0.0
H 4.3268 0.9294 9.5215 0.0 0.0 0.1
H 1.3046 1.1363 9.0077 0.0 0.0 -0.1
H 2.2695 2.2366 9.9623 0.0 0.1 -0.1
H 2.7499 0.0139 6.1172 0.0 0.0 0.0
H 1.1980 0.6755 5.5798 0.1 0.0 -0.1
H 1.3743 0.1287 7.2335 0.1 0.0 0.0
C -4.9942 -8.6192 -7.8561 -0.1 0.1 0.0
C -5.6013 -9.1088 -6.5579 0.1 -0.1 -0.2
O -6.1622 -8.0379 -5.7941 0.1 -0.1 0.3
C -7.4022 -7.5568 -5.9919 -0.1 0.0 -0.4
C -8.1760 -7.9720 -7.2208 -0.1 -0.4 0.1
O -7.8403 -6.7557 -5.2144 -0.1 0.0 0.0
H -5.7439 -8.1695 -8.5069 0.0 -0.1 0.0
H -4.5238 -9.4439 -8.3916 0.0 0.0 0.0
H -4.2422 -7.8567 -7.6547 0.0 0.0 0.0
H -6.3390 -9.8967 -6.7158 0.0 0.0 0.0
H -4.8229 -9.5329 -5.9264 0.0 0.1 0.1
H -8.0338 -7.2187 -7.9942 0.0 0.0 0.0
H -9.2300 -8.0141 -6.9588 0.0 0.2 0.0
H -7.9017 -8.9476 -7.6142 0.1 0.1 -0.1
C 3.8173 0.2575 -4.5214 0.2 0.0 0.0
C 3.9691 -1.2462 -4.6206 -0.2 0.2 0.1
O 5.2554 -1.6212 -5.1132 -0.1 -0.2 -0.2
C 6.3439 -1.7299 -4.3262 0.0 0.3 0.3
C 6.2912 -1.1999 -2.9110 -0.2 -0.3 0.2
O 7.3485 -2.1896 -4.7874 0.1 -0.1 -0.1
H 4.5269 0.6890 -3.8178 -0.1 0.0 0.1
H 2.8104 0.5203 -4.1951 0.0 0.0 0.0
H 4.0036 0.7207 -5.4904 -0.1 0.0 0.0
H 3.7589 -1.7455 -3.6727 0.0 0.0 0.0
H 3.2580 -1.6417 -5.3445 0.1 -0.1 -0.1
H 6.6962 -0.1891 -2.9005 0.0 0.0 0.0
H 6.9141 -1.8366 -2.2882 0.2 0.1 -0.1
H 5.2968 -1.1918 -2.4711 0.0 0.1 -0.1
```
Forces are in eV/Å.

Computed properties:
Energy: -81273.344 eV
LUMO energy: 0.583 eV
SMILES: CCOCCCCC[C@H](OC(=O)COC(F)(F)F)[PH2]=O.CCOC(C)=O.CCOC(C)=O.CCOC(C)=O.CCOC(C)=O.CCOC(C)=O
HOMO level: -9.424 eV
Kohn-Sham gap: 10.007 eV
Molecular weight: 760.8 g/mol

Löwdin population analysis, charges in e, atoms 1 to 8:
1. C -0.059
2. C -0.266
3. O -0.151
4. C -0.239
5. C -0.154
6. C -0.182
7. C -0.244
8. C -0.154

---

Below is a structure of composition C44H57FIrN7O6S2, with properties calculated with ωB97M-V/def2-TZVPD.

Geometry as XYZ:
```
118
Properties=species:S:1:pos:R:3:forces:R:3
Ir -0.7008 -0.1843 0.3232 1.1 0.1 0.5
C -0.2086 3.0670 0.9710 0.2 0.2 0.5
O -0.8691 2.1026 0.1371 -0.1 -0.8 -0.1
C -1.0752 2.4117 -1.1818 -0.1 -0.4 -0.2
C -1.1029 3.7033 -1.6742 0.1 0.2 0.1
C -1.4496 3.9394 -2.9937 0.1 -0.2 0.2
C -1.7553 2.8782 -3.8486 -0.1 0.0 -0.1
C -1.6834 1.5892 -3.3923 0.0 -0.1 0.0
C -1.3317 1.3220 -2.0538 0.0 0.7 -0.3
N -1.1873 0.0440 -1.5801 -0.3 -1.3 0.9
N -1.5605 -0.9163 -2.3578 0.1 0.8 -1.7
C -1.2951 -2.1969 -2.2528 0.0 -0.1 1.0
C -0.6144 -2.7973 -1.0855 -0.3 0.4 -0.4
O -0.1131 -2.0973 -0.1583 -0.2 0.7 1.1
C -0.4904 -4.2035 -1.0330 0.5 -0.6 0.1
C -0.8516 -4.9897 -2.0779 0.1 0.3 0.4
C -1.4402 -4.4467 -3.2640 -0.2 0.3 -0.5
C -1.7544 -5.2607 -4.3549 0.2 -0.1 0.3
C -2.3154 -4.7275 -5.4995 -0.1 0.2 -0.1
C -2.6013 -3.3648 -5.5619 0.0 -0.2 0.0
C -2.2884 -2.5405 -4.5012 0.0 0.1 0.2
C -1.6956 -3.0565 -3.3385 -0.1 -0.2 -0.4
H 0.8266 3.1978 0.6545 -0.1 -0.1 -0.1
H -0.2473 2.6732 1.9824 -0.1 -0.1 0.0
H -0.7322 4.0190 0.9398 -0.1 -0.1 0.0
H -0.8863 4.5448 -1.0353 0.0 0.0 0.0
H -1.4906 4.9588 -3.3509 0.0 0.0 0.0
H -2.0394 3.0723 -4.8733 0.0 0.0 0.0
H -1.8781 0.7546 -4.0465 0.0 0.0 0.0
H -0.0764 -4.6218 -0.1253 0.1 0.0 0.0
H -0.6939 -6.0595 -2.0205 -0.1 0.0 0.0
H -1.5467 -6.3216 -4.2953 0.0 0.0 0.0
H -2.5349 -5.3636 -6.3456 0.0 0.0 0.0
H -3.0705 -2.9554 -6.4457 0.0 0.0 0.0
H -2.5009 -1.4835 -4.5538 0.0 0.0 0.0
C 5.9204 1.0831 4.4412 -0.1 -0.1 -0.1
C 5.2978 -0.2788 4.1527 0.3 0.3 0.2
N 4.3079 -0.1990 3.0693 -0.3 -0.1 0.1
C 3.0171 -0.0663 3.3942 0.3 -0.1 0.0
C 1.9913 0.0920 2.5008 -0.6 -0.1 -0.6
C 0.6052 0.1842 3.1050 0.9 0.2 0.3
O 0.5179 0.4196 4.2925 -0.2 -0.1 -0.2
O -0.4069 -0.0064 2.3284 -0.9 -0.2 -0.2
C 2.2731 0.1778 1.1116 0.6 -0.2 0.9
O 1.4495 0.4573 0.1881 -1.6 -0.5 -0.7
C 3.6741 -0.0313 0.7636 -0.2 0.2 -0.2
C 4.0447 -0.0647 -0.5846 0.1 0.0 0.0
C 5.3469 -0.2277 -0.9563 -0.2 0.1 0.0
F 5.6157 -0.2355 -2.2760 0.1 0.0 0.1
C 6.3857 -0.3622 -0.0077 -0.1 -0.1 0.2
C 6.0029 -0.3555 1.3290 0.2 0.0 0.1
C 4.6746 -0.1910 1.7369 -0.1 0.0 -0.3
N 7.7304 -0.5497 -0.3469 0.1 -0.1 -0.1
C 8.1404 -0.8166 -1.7300 -0.1 0.0 0.1
C 9.6375 -1.1358 -1.7726 -0.3 0.2 -0.3
N 10.0142 -1.8570 -0.5212 0.1 -0.1 0.0
C 9.9052 -0.9513 0.6742 -0.2 0.4 0.4
C 8.7911 0.0740 0.4272 0.0 0.0 -0.1
H 6.6696 0.9915 5.2259 0.0 0.0 0.0
H 5.1543 1.7800 4.7790 0.0 0.0 0.0
H 6.3955 1.5017 3.5535 0.0 0.0 0.0
H 4.7859 -0.6409 5.0414 -0.1 -0.1 -0.1
H 6.0527 -1.0188 3.8923 -0.1 -0.1 0.0
H 2.7696 -0.0750 4.4485 0.0 0.0 0.0
H 3.2804 0.0487 -1.3403 0.0 0.0 -0.1
H 6.7660 -0.4978 2.0784 0.0 0.0 0.0
H 7.9555 0.0250 -2.4016 0.1 0.0 0.0
H 7.5686 -1.6693 -2.0958 0.0 0.0 -0.1
H 10.2452 -0.2356 -1.8378 0.1 -0.1 0.1
H 9.8556 -1.7555 -2.6396 0.1 -0.1 0.1
H 10.9603 -2.2348 -0.5900 0.0 -0.1 0.0
H 9.3769 -2.6471 -0.4072 0.0 0.0 0.1
H 10.8569 -0.4444 0.8253 0.1 -0.1 -0.1
H 9.6947 -1.5637 1.5485 0.0 -0.1 -0.1
H 9.1876 0.9449 -0.1074 0.0 0.0 0.0
H 8.4248 0.4366 1.3820 0.0 0.0 0.0
C -4.7978 4.5852 2.1352 0.1 0.1 0.1
N -5.6959 4.2921 1.0283 -0.2 0.2 -0.1
C -7.0788 4.6751 1.2993 -0.1 0.0 0.1
C -5.3224 3.5434 -0.0216 0.7 -0.5 0.1
S -3.8615 2.6328 0.0557 -0.3 0.3 0.0
N -6.0825 3.4882 -1.1300 -0.3 0.1 0.1
C -5.8584 2.4662 -2.1409 0.0 0.0 0.0
C -6.9605 4.5714 -1.5666 0.0 0.1 -0.1
H -5.0587 5.5638 2.5386 0.0 0.0 0.0
H -3.7674 4.6050 1.8022 0.0 0.0 -0.1
H -4.8946 3.8418 2.9300 0.0 0.0 0.0
H -7.2994 4.4401 2.3410 0.0 0.0 0.0
H -7.7700 4.1233 0.6696 0.0 0.0 0.1
H -7.2312 5.7474 1.1624 0.0 0.0 0.0
H -5.7230 1.4931 -1.6774 0.0 0.0 0.0
H -4.9792 2.6890 -2.7501 0.0 0.0 0.0
H -6.7373 2.4264 -2.7832 0.0 0.0 0.0
H -6.8500 5.4472 -0.9366 0.0 0.0 -0.1
H -8.0041 4.2529 -1.5712 0.0 0.1 0.0
H -6.6855 4.8496 -2.5849 0.0 0.0 0.0
C -6.9568 -0.8952 0.8202 0.1 0.0 0.0
C -5.6171 -1.3749 1.3769 0.0 -0.2 -0.1
C -4.4727 -0.5543 0.7978 0.6 0.0 0.3
S -2.8643 -1.4026 0.9128 0.1 0.6 -0.3
O -2.9403 -2.5583 0.0090 0.1 -0.3 -0.2
C -2.8242 -1.9741 2.6322 0.7 0.6 -0.2
C -1.5656 -2.7922 2.9200 0.0 -0.3 -0.2
C -1.7666 -4.2826 2.6538 0.0 0.1 0.0
H -7.7701 -1.3968 1.3410 0.0 0.0 0.0
H -7.0421 -1.1253 -0.2421 0.0 0.0 0.0
H -7.0789 0.1802 0.9576 0.0 0.0 0.0
H -5.4772 -2.4249 1.1076 -0.1 0.0 0.1
H -5.6352 -1.2904 2.4635 0.1 0.0 0.0
H -4.3408 0.4135 1.2827 -0.1 0.1 -0.1
H -4.5990 -0.4108 -0.2762 0.1 0.1 0.0
H -3.7281 -2.5608 2.7850 -0.1 0.1 -0.2
H -2.8562 -1.0500 3.2142 0.0 0.0 0.1
H -1.2929 -2.6401 3.9648 0.0 0.1 0.0
H -0.7378 -2.4133 2.3162 0.0 0.0 0.1
H -2.5714 -4.6757 3.2762 0.0 -0.1 0.0
H -0.8604 -4.8366 2.8955 0.0 0.0 0.0
H -2.0259 -4.4644 1.6103 0.0 0.0 0.0
```
Forces are in eV/Å.

Computed properties:
Energy: -96471.807 eV
LUMO energy (spin up / spin down): -7.750 / -9.214 eV
HOMO level (spin up / spin down): -13.402 / -13.348 eV
Kohn-Sham gap (spin up / spin down): 5.651 / 4.133 eV
Multiplicity: 2
Molecular weight: 1055.3 g/mol
Net charge: +3
Energy above the lowest of the compared OMol25 structures with the same formula, charge and spin: 40.8 kcal per mole

Löwdin population analysis, charges in e, atoms 1 to 8:
1. Ir 1.425
2. C -0.006
3. O -0.254
4. C -0.277
5. C -0.011
6. C -0.011
7. C -0.042
8. C 0.022